{
  "formula": "C5H12NO2S",
  "method": "the ωB97M-V functional and the def2-TZVPD basis",
  "symbols": ["C", "C", "C", "C", "C", "N", "O", "O", "S", "H", "H", "H", "H", "H", "H", "H", "H", "H", "H", "H", "H"],
  "positions_angstrom": [[1.05488, 0.81820, -0.93540], [1.48109, 0.29037, -2.32299], [-1.05536, 0.43889, 2.18894], [0.47228, -1.53341, 0.25164], [-0.23474, 0.26385, -0.32765], [-0.46322, 1.06266, 0.96765], [1.72177, 1.55036, -0.22739], [-0.59011, -2.28995, 0.64990], [-1.71150, 0.01904, -1.34801], [1.26835, 1.05349, -3.02027], [0.80519, -0.43507, -2.79550], [2.50720, -0.08481, -2.04272], [-2.10543, 0.28416, 1.86408], [-0.48072, -0.28418, 2.59441], [-0.99117, 1.20357, 2.85330], [1.18270, -1.36999, 0.96877], [1.00162, -1.88551, -0.57598], [0.64147, 1.43427, 1.14934], [-0.88567, 1.86142, 0.59683], [-1.09243, -2.26532, -0.17567], [-2.52621, -0.13203, -0.31330]],
  "forces_ev_per_angstrom": [[-1.29, -0.66, -0.56], [-0.19, -0.70, 2.39], [-2.74, 1.99, -3.95], [-2.51, 2.20, -0.87], [1.50, -2.47, 1.96], [5.14, -1.59, -0.71], [0.09, -0.38, -0.48], [0.36, 0.86, -0.67], [0.98, 0.37, 0.09], [1.23, 1.57, -0.80], [0.28, -0.67, 1.00], [-0.77, 0.57, -1.55], [0.64, -0.73, 1.09], [1.49, -3.02, 0.51], [-0.46, 2.34, 2.24], [1.35, 0.78, 2.42], [0.35, -0.46, -1.92], [-2.75, -0.90, -0.81], [-1.54, 1.93, 0.19], [-0.88, -0.86, 0.11], [-0.29, -0.18, 0.31]],
  "nbo_charge": [0.569, -0.734, -0.375, 0.051, -0.174, -0.568, -0.547, -0.652, 0.071, 0.274, 0.245, 0.276, 0.221, 0.235, 0.225, 0.180, 0.175, 0.479, 0.424, 0.484, 0.141],
  "multiplicity": 1,
  "lumo_ev": -3.56,
  "total_charge": 1,
  "orbital_gap_ev": 10.0,
  "e_above_lowest_kcal_mol": 83.2
}

---

{
  "formula": "C23H38BrN3O6PdSSi",
  "method": "the ωB97M-V functional and the def2-TZVPD basis",
  "symbols": ["Pd", "C", "C", "C", "C", "O", "Si", "S", "O", "C", "C", "C", "C", "O", "C", "C", "C", "C", "H", "H", "H", "H", "H", "H", "H", "H", "H", "H", "H", "H", "H", "H", "H", "H", "H", "H", "H", "H", "H", "H", "H", "H", "H", "H", "H", "C", "N", "C", "C", "O", "N", "C", "N", "H", "H", "H", "H", "H", "H", "H", "Br", "C", "C", "C", "C", "C", "C", "C", "O", "O", "H", "H", "H", "H"],
  "positions_angstrom": [[-0.31899, 1.14798, 0.35754], [-2.35669, -3.55491, -1.61745], [-1.92163, -2.38533, -0.68645], [-1.67228, -2.97307, 0.71447], [-2.79765, -1.13349, -0.68483], [-0.69498, -1.89913, -1.28710], [0.87865, -1.81275, -1.04482], [1.25191, -0.45812, 0.61163], [1.68990, -1.35192, -2.35976], [1.69242, -0.14749, -3.19200], [2.96821, -0.16274, -4.01368], [0.49796, -0.32123, -4.15425], [1.72508, 1.02815, -2.23931], [1.36901, -3.18092, -0.43158], [2.30328, -4.33336, -0.57849], [3.65012, -3.59830, -0.42864], [2.22235, -4.98965, -1.93863], [1.95662, -5.32155, 0.55404], [-3.42330, -3.81042, -1.60306], [-1.82260, -4.42146, -1.24083], [-2.02086, -3.48272, -2.64848], [-2.63307, -3.39525, 1.01576], [-1.29264, -2.21869, 1.46942], [-0.92351, -3.78504, 0.72257], [-3.83570, -1.46732, -0.57960], [-2.71183, -0.50210, -1.55576], [-2.49822, -0.51870, 0.17988], [3.04481, -1.11028, -4.52659], [3.83384, -0.09459, -3.38356], [2.79054, 0.64344, -4.79677], [0.48502, -1.29897, -4.60228], [0.60997, 0.34351, -5.00141], [-0.45560, -0.19270, -3.56848], [2.57051, 0.88660, -1.59506], [0.83307, 1.17025, -1.61391], [1.87345, 1.96164, -2.79257], [3.77419, -2.83488, -1.20278], [4.44722, -4.25754, -0.56221], [3.67196, -3.06569, 0.52258], [2.50600, -4.29683, -2.70682], [1.20078, -5.34101, -2.17731], [2.91524, -5.78700, -1.90561], [1.49768, -4.64943, 1.34242], [2.90838, -5.74746, 0.86739], [1.31063, -6.09878, 0.21796], [-2.57716, 6.21421, -0.25315], [-2.24615, 4.84799, -0.50908], [-2.75414, 4.26338, -1.75352], [-2.25482, 2.82961, -1.59799], [-2.45740, 1.96318, -2.43511], [-1.50092, 2.72661, -0.37685], [-1.63599, 3.95373, 0.31905], [-1.15139, 4.32476, 1.53124], [-1.75362, 6.92096, -0.53148], [-2.64670, 6.26047, 0.85372], [-3.57394, 6.48505, -0.69780], [-2.24082, 4.60171, -2.65071], [-3.87001, 4.31331, -1.81154], [-0.58824, 3.52343, 1.99421], [-1.89382, 4.76966, 2.11351], [1.14357, 4.83837, 4.17655], [0.19288, 3.29128, 4.74019], [-0.29712, 3.44565, 6.08590], [-0.74167, 2.35852, 6.73859], [-0.70092, 1.09317, 6.07324], [0.11953, 0.91581, 5.03206], [0.50807, 2.04807, 4.19287], [1.18964, 1.93366, 2.83681], [2.20242, 1.25674, 2.90733], [0.73971, 2.64166, 1.77988], [-0.32295, 4.48317, 6.45404], [-1.16358, 2.33353, 7.74345], [-1.22808, 0.25887, 6.52710], [0.40438, -0.07730, 4.66191]],
  "forces_ev_per_angstrom": [[-0.98, -0.07, -0.82], [-0.05, -0.24, 0.46], [1.87, 0.60, -1.28], [0.31, 0.71, 0.65], [-0.65, -0.84, 1.13], [-1.63, -0.99, -1.08], [-0.04, 4.17, 3.59], [0.34, -1.87, -0.66], [0.77, -0.27, -1.82], [-0.50, -1.49, 0.71], [-1.12, 0.38, -1.07], [-0.62, 0.78, 1.34], [-0.54, 0.86, -1.13], [1.28, -4.90, -0.19], [-0.97, 2.92, 0.00], [-1.22, 0.49, 0.13], [-1.35, 0.65, 0.23], [0.75, 2.37, 0.40], [0.01, 0.26, 0.14], [0.05, -0.41, 0.08], [-0.11, 0.66, -0.10], [-0.08, -0.03, 0.40], [-0.60, -0.55, -1.04], [-0.32, 0.32, -0.37], [-0.28, 0.20, 0.15], [0.27, -0.13, -0.38], [-0.09, -0.04, -0.33], [-0.05, -0.42, -0.37], [0.53, 0.63, 0.16], [0.99, -0.73, 1.00], [0.22, -0.73, 0.13], [-0.40, 0.68, -0.05], [0.81, 0.12, -0.81], [0.32, -0.02, 0.53], [0.10, -0.34, -0.14], [0.05, 0.11, -0.22], [-0.44, -0.07, 0.00], [1.65, -1.31, 0.17], [0.11, -0.18, 0.06], [0.21, 0.44, -0.44], [0.45, -0.01, 0.27], [0.72, -1.22, -0.29], [0.54, -1.22, -0.60], [-0.06, -0.23, 0.43], [-0.73, -0.50, -0.15], [0.18, 0.33, 1.54], [-1.32, 1.01, -1.40], [0.35, -0.92, 1.43], [1.00, -0.71, 1.43], [0.18, 0.62, 0.70], [-1.39, 2.12, 0.68], [0.21, -2.45, -3.17], [-1.58, -0.62, 0.19], [-0.77, -0.36, -0.14], [-0.24, 0.65, -0.55], [1.06, -0.16, 0.33], [-0.21, 0.60, -0.05], [0.89, 0.07, -0.14], [0.28, 0.39, -0.71], [1.06, -0.33, -0.61], [-0.15, 0.46, -0.59], [0.97, -0.53, 1.63], [0.40, 1.31, -1.56], [-1.31, -1.67, 0.12], [0.07, 0.55, 2.22], [0.72, 0.29, -3.63], [-1.57, 0.30, 1.02], [-0.07, 1.72, -2.25], [0.41, -0.14, -0.06], [1.31, -1.18, 4.68], [0.04, -0.75, 0.19], [-0.04, 0.52, -0.22], [0.38, -0.10, 0.14], [-0.36, 0.41, -0.05]],
  "mulliken_charge": [0.255, -1.756, 1.865, -1.281, -1.492, 0.668, -1.336, -0.687, -0.312, 2.268, -1.973, -1.495, -1.120, 0.495, 1.935, -1.559, -1.850, -1.657, 0.337, 0.414, 0.302, 0.480, 0.093, 0.072, 0.513, 0.140, 0.032, 0.398, 0.456, 0.352, 0.320, 0.506, 0.062, 0.362, -0.357, 0.474, 0.147, 0.589, 0.323, 0.320, 0.284, 0.547, 0.268, 0.442, 0.376, -0.926, 0.240, -0.375, -0.245, -0.567, 0.296, -0.319, -0.216, 0.228, 0.287, 0.330, 0.267, 0.317, 0.354, 0.268, -0.160, 0.284, -0.621, -0.279, -0.547, -0.532, 0.568, 0.185, -0.603, -0.803, 0.281, 0.331, 0.352, 0.383],
  "multiplicity": 1,
  "lumo_ev": [4.26, 4.26],
  "total_charge": -2,
  "orbital_gap_ev": [2.6, 2.6]
}

---

{
  "formula": "C3H6N2O",
  "method": "the ωB97M-V functional and the def2-TZVPD basis",
  "symbols": ["C", "C", "C", "N", "N", "O", "H", "H", "H", "H", "H", "H"],
  "positions_angstrom": [[-0.94276, 0.50810, -0.58306], [-0.08020, 0.92928, 0.54621], [0.52220, -0.44394, 0.90534], [-0.60103, -1.42921, 1.19947], [-0.37384, 0.51401, -1.75054], [-0.58938, -2.46445, 0.51195], [0.83452, 1.59029, 0.28460], [-0.75988, 1.37967, 1.37996], [1.13176, -0.91963, 0.02089], [0.95639, -0.34511, 1.86099], [0.63174, 0.67209, -1.79643], [-0.72952, 0.00890, -2.57939]],
  "forces_ev_per_angstrom": [[-1.42, 0.31, -0.45], [0.14, 0.83, 0.20], [-0.98, -1.72, -1.94], [0.09, -2.25, -1.75], [0.86, -0.79, -0.48], [0.38, 3.07, 1.85], [-1.35, -0.54, 0.41], [1.62, -0.86, -1.31], [-0.68, 1.10, 1.95], [1.28, -0.17, 0.94], [0.22, 0.39, -0.39], [-0.15, 0.64, 0.97]],
  "nbo_charge": [0.129, -0.534, -0.317, 0.152, -0.740, -0.297, 0.189, 0.250, 0.199, 0.230, 0.339, 0.399],
  "multiplicity": 1,
  "lumo_ev": 0.15,
  "orbital_gap_ev": 8.4,
  "e_above_lowest_kcal_mol": 135.5
}